This record from the OMol25 dataset describes an isolated ion of composition C9H15N4 and charge +1. The level of theory is the ωB97M-V functional and the def2-TZVPD basis.

CARTESIAN COORDINATES (ANGSTROEM)
1 N 2.517 -2.128 0.126
2 N 0.342 -1.241 -0.103
3 N 2.113 0.042 -0.805
4 N -1.429 0.038 -1.010
5 C -3.348 -1.127 -0.019
6 C 2.176 1.170 2.439
7 C 0.900 0.843 -1.096
8 C -0.217 0.155 -0.273
9 C -3.235 1.419 -0.141
10 C 3.183 0.669 0.035
11 C 1.707 -1.110 -0.266
12 C 2.675 0.968 1.374
13 C -2.575 0.088 -0.420
14 H 2.939 -2.746 -0.545
15 H -2.698 -1.946 0.282
16 H -3.933 -1.488 -0.872
17 H -4.063 -0.880 0.761
18 H -3.336 1.914 -1.106
19 H -4.238 1.278 0.254
20 H 0.606 0.764 -2.140
21 H 0.927 1.878 -0.775
22 H 2.709 -2.261 1.104
23 H -0.257 0.703 0.668
24 H 0.064 -1.737 -0.962
25 H 3.989 -0.057 0.115
26 H -2.625 2.014 0.539
27 H 1.520 1.223 3.276
28 H 3.589 1.557 -0.439

SMILES: C#CCN1C[C@@H](N=C(C)C)NC1=[NH2+]
Lowest unoccupied orbital energy (Ha): -0.154
M (g mol⁻¹): 179.247
E_tot (a.u.): -570.55901
Net charge: +1

Atomic partial charges in e from the Mulliken method, atoms 1 to 6:
1. N -0.3457
2. N -0.2283
3. N 0.1619
4. N -0.4781
5. C -1.1873
6. C 0.0796